Formula: C24H25N2O3Ru
Source: OMol25
Level of theory: ωB97M-V/def2-TZVPD

Its multiplicity is 2. The value obtained for the largest force on an atom is 1.8 eV/Å. The value obtained for the HOMO energy (alpha / beta) is -7.112 / -7.360 eV. The lowest unoccupied orbital energy (alpha / beta) is 0.349 / -0.045 eV. The calculation puts the HOMO-LUMO gap (alpha / beta) at 7.5 / 7.3 eV. The value obtained for the energy above the lowest of the compared OMol25 structures with the same formula, charge and spin is 69.4 kJ/mol.

Structure (XYZ):
```
55
C24H25N2O3Ru | OMol25 | ωB97M-V/def2-TZVPD
Ru -0.177 -0.810 0.619
C -0.014 0.887 2.041
C 0.956 1.021 1.017
C 1.807 -0.128 1.082
C 1.358 -0.946 2.171
C 0.233 -0.324 2.772
C -0.524 -0.764 3.986
C 2.029 -2.195 2.642
C 3.056 -0.351 0.291
C 1.142 2.173 0.078
C -1.128 1.823 2.379
H -0.520 0.021 4.747
H -0.079 -1.652 4.430
H -1.564 -0.992 3.755
H 2.962 -1.951 3.157
H 2.268 -2.852 1.806
H 1.394 -2.751 3.328
H 3.890 0.161 0.781
H 2.971 0.044 -0.720
H 3.304 -1.409 0.221
H 2.161 2.553 0.170
H 0.457 2.987 0.310
H 0.976 1.890 -0.961
H -2.084 1.300 2.347
H -1.190 2.657 1.683
H -0.987 2.222 3.386
O -1.909 2.617 -3.284
C -2.881 2.689 -2.341
C -3.876 3.660 -2.442
C -4.872 3.764 -1.490
C -4.892 2.890 -0.413
C -3.906 1.926 -0.311
C -2.886 1.798 -1.257
C -1.874 0.732 -1.026
O -2.000 0.049 0.073
N -0.935 0.519 -1.899
N -0.116 -0.498 -1.432
C 0.693 -1.013 -2.276
C 1.543 -2.137 -1.968
C 2.604 -2.449 -2.821
C 3.438 -3.518 -2.565
C 3.182 -4.312 -1.447
C 2.124 -4.039 -0.601
C 1.279 -2.938 -0.828
O 0.259 -2.713 -0.033
H -2.076 3.298 -3.944
H -3.857 4.341 -3.287
H -5.632 4.528 -1.593
H -5.669 2.957 0.337
H -3.905 1.227 0.513
H 0.707 -0.577 -3.273
H 2.767 -1.829 -3.697
H 4.263 -3.745 -3.225
H 3.818 -5.164 -1.239
H 1.913 -4.674 0.250
```

Formula: C24H25N3O
Source: OMol25
Level of theory: ωB97M-V/def2-TZVPD

Its multiplicity is 1. The value obtained for the largest force on an atom is 19.0 eV/Å. The value obtained for the HOMO energy is -8.390 eV. The lowest unoccupied orbital energy is 0.279 eV. The calculation puts the HOMO-LUMO gap at 8.7 eV. The value obtained for the energy above the lowest of the compared OMol25 structures with the same formula, charge and spin is 2297.4 kJ/mol.

Structure (XYZ):
```
53
C24H25N3O | OMol25 | ωB97M-V/def2-TZVPD
C 4.676 3.527 1.194
N 4.448 2.433 0.208
C 4.452 1.249 0.862
C 4.103 0.021 -0.160
N 2.792 0.093 -0.926
C 2.003 -0.890 -1.251
C 1.569 -0.968 -2.474
C 0.842 -1.839 -3.250
C 0.390 -2.856 -2.389
C 0.865 -2.909 -0.974
C 1.555 -1.642 -0.442
N 1.804 -1.744 0.829
C 1.024 -1.781 1.802
O 1.275 -1.743 3.117
C -0.302 -1.036 1.320
C -0.398 0.102 0.801
C -1.501 0.485 0.304
C -2.773 -0.031 0.675
C -2.587 -1.011 1.327
C -1.513 -1.585 1.936
H -1.498 -2.522 2.346
H -3.730 -1.520 1.816
C -4.027 0.677 0.182
C -4.229 1.057 -1.013
C -5.378 1.679 -1.872
C -6.373 1.605 -0.778
C -6.312 0.963 0.538
C -5.078 0.800 0.952
H -5.090 0.279 2.121
H -7.127 1.168 1.290
H -7.390 2.087 -1.164
H -5.508 1.817 -2.779
H -3.298 0.975 -1.846
H -1.581 1.426 -0.358
H 0.560 0.570 0.423
H 2.802 -2.086 1.281
H 0.522 -3.633 -0.462
H -0.181 -3.657 -2.403
H 0.557 -1.813 -4.152
H 1.869 0.065 -3.218
C 2.841 1.464 -1.302
C 2.877 2.722 -0.201
H 2.940 3.572 -0.922
H 2.139 2.522 0.319
H 1.678 1.761 -1.994
H 3.696 1.526 -2.251
H 4.152 -1.027 0.397
H 4.985 -0.062 -0.846
H 5.295 1.104 1.256
H 3.383 1.175 1.720
H 5.636 3.395 1.488
H 3.925 3.679 1.880
H 4.842 4.520 0.447
```

Formula: C24H25N3O6S
Source: OMol25
Level of theory: ωB97M-V/def2-TZVPD

Its multiplicity is 1. The value obtained for the largest force on an atom is 1.0 eV/Å. Its SMILES is O=C(COC(=O)c1cccc(S(=O)(=O)N2CCN(c3ccccc3)CC2)c1)NCc1ccco1. The value obtained for the HOMO energy is -7.943 eV. The lowest unoccupied orbital energy is -0.213 eV. The calculation puts the HOMO-LUMO gap at 7.7 eV. The value obtained for the energy above the lowest of the compared OMol25 structures with the same formula, charge and spin is 161.1 kJ/mol.

Structure (XYZ):
```
59
C24H25N3O6S | OMol25 | ωB97M-V/def2-TZVPD
O 3.505 -0.155 1.123
C 3.214 0.043 -0.035
N 2.974 1.253 -0.564
H 2.737 1.333 -1.546
C 3.078 2.478 0.209
C 3.984 3.453 -0.463
C 3.721 4.518 -1.276
C 4.979 5.049 -1.651
C 5.909 4.264 -1.044
O 5.318 3.297 -0.326
H 6.980 4.291 -1.043
H 5.160 5.894 -2.283
H 2.757 4.882 -1.564
H 3.479 2.197 1.186
H 2.085 2.923 0.331
C 3.073 -1.108 -1.051
H 3.428 -2.030 -0.588
H 3.647 -0.879 -1.955
O 1.709 -1.344 -1.389
C 1.157 -0.597 -2.344
O 1.741 0.286 -2.933
C -0.270 -0.937 -2.562
C -1.055 -0.070 -3.321
C -2.409 -0.307 -3.475
C -2.994 -1.391 -2.838
C -2.206 -2.258 -2.102
C -0.847 -2.060 -1.972
H -0.247 -2.774 -1.434
S -2.994 -3.550 -1.129
O -4.367 -3.633 -1.524
O -2.186 -4.730 -1.141
N -2.956 -2.932 0.420
C -3.645 -1.672 0.583
H -3.083 -0.849 0.110
C -3.803 -1.365 2.079
N -2.510 -1.361 2.734
C -1.711 -0.218 2.656
C -2.282 1.048 2.830
C -1.510 2.192 2.817
C -0.138 2.119 2.640
C 0.447 0.874 2.490
C -0.323 -0.274 2.494
H 0.189 -1.214 2.369
H 1.515 0.781 2.366
H 0.463 3.015 2.634
H -1.987 3.152 2.954
H -3.343 1.146 3.003
C -1.902 -2.665 2.580
H -2.592 -3.402 3.002
C -1.679 -2.987 1.097
H -0.980 -2.250 0.672
H -1.283 -3.992 0.956
H -0.967 -2.715 3.135
H -4.415 -2.142 2.544
H -4.305 -0.407 2.199
H -4.615 -1.773 0.095
H -4.052 -1.592 -2.905
H -3.012 0.361 -4.071
H -0.582 0.786 -3.778
```

Formula: C24H25N4OTm
Source: OMol25
Level of theory: ωB97M-V/def2-TZVPD

Its multiplicity is 3. The value obtained for the largest force on an atom is 2.6 eV/Å. The value obtained for the HOMO energy (alpha / beta) is -8.434 / -8.431 eV. The lowest unoccupied orbital energy (alpha / beta) is -0.705 / -0.672 eV. The calculation puts the HOMO-LUMO gap (alpha / beta) at 7.7 / 7.8 eV.

Structure (XYZ):
```
55
C24H25N4OTm | OMol25 | ωB97M-V/def2-TZVPD
C 2.381 0.134 2.588
C 2.325 -0.605 1.366
C 1.921 0.288 0.332
H 2.603 -1.651 1.229
C 1.709 1.578 0.914
C 2.014 1.483 2.303
H 1.475 2.489 0.370
C -1.526 -1.798 2.998
C -0.324 -2.387 2.516
C -0.343 -2.323 1.093
H 0.436 -2.874 3.125
C -1.536 -1.632 0.699
C -2.250 -1.276 1.892
H 1.909 0.080 -0.737
H 2.015 2.318 3.008
H 2.735 -0.237 3.553
H -3.217 -0.774 1.918
H 0.377 -2.773 0.410
H -1.883 -1.820 4.024
Tm 0.002 0.022 1.951
C -2.028 -1.368 -0.702
C -3.548 -1.609 -0.740
C -1.327 -2.284 -1.717
H -3.760 -2.637 -0.413
H -3.917 -1.469 -1.761
H -4.078 -0.910 -0.082
H -1.496 -3.338 -1.457
H -0.246 -2.090 -1.755
H -1.747 -2.096 -2.712
C -1.671 0.109 -1.032
C -2.199 0.630 -2.373
H -0.571 0.210 -1.040
H -2.064 0.789 -0.251
O -3.110 0.112 -3.013
N -1.585 1.752 -2.856
C -0.420 2.449 -2.325
H -2.007 2.119 -3.701
C 0.903 1.869 -2.791
C 2.088 2.518 -2.425
H 2.026 3.439 -1.838
C 3.323 1.993 -2.801
H 4.239 2.493 -2.483
C 3.380 0.835 -3.586
H 4.344 0.433 -3.895
C 2.199 0.199 -3.980
H 2.224 -0.699 -4.597
C 0.960 0.721 -3.588
H 0.032 0.246 -3.919
H -0.456 2.456 -1.221
H -0.491 3.496 -2.652
N -0.102 0.361 4.131
C 0.028 0.124 5.289
N 0.184 -0.293 6.466
C 0.072 0.351 7.600
N -0.003 0.845 8.665
```